(1)
{"formula": "C31H43Cl2N4NbO6PSSi", "method": "ωB97M-V with the def2-TZVPD basis set", "symbols": ["Nb", "N", "C", "C", "N", "H", "H", "H", "H", "H", "H", "H", "H", "Cl", "C", "C", "C", "Cl", "C", "O", "C", "C", "O", "C", "H", "H", "H", "C", "C", "C", "C", "C", "C", "N", "C", "C", "C", "C", "C", "C", "C", "O", "O", "C", "C", "H", "H", "H", "H", "H", "H", "H", "H", "H", "H", "H", "H", "H", "H", "C", "P", "C", "C", "O", "H", "H", "H", "H", "H", "H", "H", "H", "H", "C", "Si", "C", "C", "O", "H", "H", "H", "H", "H", "H", "H", "H", "H", "S", "C", "N"], "positions_angstrom": [[-18.0946, 0.8334, -5.9184], [-19.3930, -0.0469, -4.3288], [-19.2891, -1.6087, -4.3179], [-19.2679, -2.1451, -5.7522], [-18.1995, -1.3967, -6.4519], [-19.0636, 0.3162, -3.3662], [-20.4262, 0.2817, -4.4460], [-20.1633, -2.0594, -3.7173], [-18.2838, -1.8209, -3.8265], [-20.2717, -2.0450, -6.1602], [-19.0812, -3.2728, -5.6219], [-18.2245, -1.4377, -7.5002], [-17.2462, -1.6890, -6.2063], [-13.1546, 2.3258, -11.5681], [-14.2568, 1.8716, -10.3172], [-13.8999, 2.1412, -8.9982], [-14.6024, 1.4534, -7.9117], [-14.1207, 1.9452, -6.3912], [-15.8177, 0.7871, -8.0813], [-16.5243, 0.2788, -7.0424], [-16.2163, 0.7065, -9.5072], [-17.4447, 0.0290, -9.9473], [-18.4025, -0.3137, -9.2464], [-15.3615, 1.1145, -10.5691], [-13.0510, 2.7186, -8.7740], [-17.4048, -0.2643, -11.0355], [-15.4486, 0.5762, -11.4997], [-26.5836, 4.9828, -3.5028], [-26.5096, 3.9272, -4.5158], [-27.6770, 3.4509, -5.1736], [-27.4964, 2.4095, -6.1660], [-26.2694, 1.8581, -6.4878], [-25.1118, 2.3337, -5.8860], [-23.8415, 1.8015, -6.2146], [-23.3874, 1.6367, -7.4851], [-24.1798, 1.5945, -8.6103], [-23.7415, 1.1057, -9.8449], [-22.4741, 0.6433, -10.0512], [-21.6128, 0.7320, -8.9446], [-22.0120, 1.2112, -7.6658], [-21.1943, 1.0459, -6.5387], [-21.6343, 0.9035, -5.3530], [-19.9477, 0.6829, -6.7214], [-25.2620, 3.3528, -4.8231], [-23.9565, 3.7017, -4.0894], [-27.5486, 4.9036, -3.0051], [-26.6688, 5.9543, -4.0331], [-25.7960, 4.9440, -2.7425], [-28.6370, 3.9137, -4.9870], [-28.2994, 1.9000, -6.6133], [-26.2985, 1.0545, -7.2832], [-23.1736, 1.6410, -5.4251], [-25.2151, 1.9374, -8.6291], [-24.5373, 0.9402, -10.5958], [-22.0651, 0.1884, -10.9362], [-20.5876, 0.4741, -9.0420], [-24.1967, 4.3205, -3.2324], [-23.2554, 4.2380, -4.7519], [-23.3928, 2.7892, -3.8543], [-16.8798, 0.4554, -1.6774], [-15.7497, 0.3748, -3.0704], [-14.8716, 1.9325, -3.2646], [-14.3780, -0.7883, -2.7057], [-16.5802, 0.0077, -4.3684], [-16.6354, 1.3025, -1.1117], [-16.8809, -0.4222, -1.0552], [-17.8983, 0.5956, -2.1014], [-15.5019, 2.7577, -3.6214], [-13.9825, 1.8629, -3.9481], [-14.4914, 2.1370, -2.2740], [-13.5496, -0.0952, -2.5981], [-14.1697, -1.4837, -3.5862], [-14.5156, -1.3602, -1.7817], [-19.6667, 4.8319, -5.5137], [-18.1163, 4.1126, -4.7191], [-16.5292, 4.9402, -5.5636], [-18.0225, 4.5515, -2.8788], [-17.9418, 2.3984, -4.7559], [-20.1217, 5.4710, -4.7729], [-20.2338, 3.9453, -5.6814], [-19.4343, 5.3374, -6.4526], [-16.1944, 5.5459, -4.7155], [-16.7633, 5.7545, -6.2579], [-15.7585, 4.2730, -5.9593], [-18.6101, 5.4054, -2.7514], [-16.9752, 4.8295, -2.6577], [-18.3972, 3.8184, -2.1718], [-18.6695, 4.7139, -9.0805], [-18.2839, 3.4348, -8.1053], [-18.1855, 2.4900, -7.3834]], "forces_ev_per_a": [[-0.09, 3.12, -1.12], [0.06, -0.88, 2.31], [-0.08, 0.79, 1.23], [0.39, -1.35, 1.60], [-0.27, -0.41, -0.56], [-0.76, -0.87, -2.16], [1.38, -0.32, -0.36], [1.47, 0.71, -0.85], [-1.42, 0.10, -0.47], [0.33, 0.34, -0.63], [-0.03, 1.56, -0.63], [-0.34, 0.21, 1.02], [-0.51, -0.22, 0.15], [-0.19, 0.10, -0.13], [1.19, 0.34, 1.07], [-2.24, -2.56, 0.63], [0.04, 1.98, -2.71], [0.53, 0.03, 1.73], [-0.43, 0.55, -2.37], [0.10, 1.03, -0.64], [0.55, -0.50, 1.39], [-0.63, -1.18, 0.36], [1.42, 0.49, -0.77], [-0.94, -1.31, 1.33], [0.89, 0.62, 0.34], [-0.34, 0.40, 0.60], [-0.55, 0.62, -0.51], [-1.12, 1.17, 0.33], [0.30, -1.89, -1.20], [1.95, -1.38, -1.64], [0.05, 1.66, 2.25], [-0.13, -0.41, -0.79], [-0.99, 1.24, 1.47], [-0.45, 1.04, 1.08], [1.43, -1.50, 0.91], [-1.12, 0.58, -1.89], [-1.83, -0.18, 0.14], [2.05, -0.13, 1.72], [-0.60, 0.91, 0.14], [-1.89, 0.41, -1.99], [0.12, -2.27, 2.67], [0.43, 1.09, -0.86], [2.39, 0.30, -0.25], [1.25, -1.70, -1.66], [-0.44, -0.02, -1.07], [-0.01, -0.04, 0.32], [0.60, -0.23, 0.55], [-0.35, 0.35, -0.36], [-0.05, -0.23, 0.06], [-1.36, -0.01, -0.48], [0.35, 0.94, 1.36], [-0.69, 0.23, -1.40], [0.53, -0.13, 0.39], [0.68, 0.47, 0.25], [-0.35, 0.07, -0.35], [0.69, -0.43, -0.13], [0.58, -0.25, 0.16], [-0.39, 0.16, 0.15], [-0.36, 0.22, 0.57], [-0.93, -0.43, -1.26], [-0.85, -0.80, -2.90], [0.38, 0.21, -0.51], [-0.41, -0.45, -1.13], [0.59, 0.26, 1.24], [0.23, 1.24, 1.07], [0.13, -0.39, 0.15], [0.80, 0.05, 0.48], [0.02, -0.32, 0.21], [-1.00, -0.30, 0.75], [0.17, 0.41, 0.40], [0.42, -0.30, 0.13], [-0.38, 0.99, 1.17], [-0.05, 0.11, -0.29], [1.44, -0.55, 0.53], [1.55, 0.70, -0.78], [-1.33, 0.05, 1.10], [1.23, -1.12, -0.77], [-0.59, -1.46, -0.93], [-0.42, 0.24, 0.00], [-1.15, -0.45, -0.40], [-0.18, -0.07, 0.18], [0.75, -0.33, 0.12], [-0.28, -0.63, -0.44], [-0.11, 0.22, 0.18], [-0.90, 1.59, 0.31], [-0.47, -0.25, 0.18], [0.10, -0.27, 0.02], [0.86, -1.62, 1.15], [-1.09, 0.24, -0.31], [0.68, -0.02, -0.01]], "mulliken_charge": [-0.159, 0.092, -0.286, -0.649, -0.081, -0.088, 0.449, 0.401, 0.135, 0.281, 0.437, 0.245, 0.385, -0.195, 0.097, -0.879, 0.750, -0.181, -0.522, -0.145, 1.399, -0.464, -0.491, -0.974, 0.523, 0.214, 0.337, -1.552, 1.176, -0.929, -0.808, -0.725, 0.274, 0.197, 1.277, -0.636, -0.680, -1.007, -0.647, -0.217, 0.903, -1.261, 1.323, 0.459, -1.371, 0.428, 0.297, 0.409, 0.438, 0.411, 0.639, -0.011, 0.682, 0.333, 0.471, 0.403, 0.269, 0.246, 0.177, -1.000, 1.566, -1.384, -1.401, -0.700, 0.429, 0.433, 0.120, 0.078, 0.356, 0.563, 0.489, 0.284, 0.423, -0.898, 1.074, -1.158, -1.525, -0.373, 0.504, -0.077, 0.218, 0.448, 0.420, 0.140, 0.534, 0.327, 0.322, -0.273, 0.504, -1.050], "gap_ev": 5.55, "charge": 1}


(2)
{"formula": "C8H12N2", "method": "ωB97M-V with the def2-TZVPD basis set", "symbols": ["C", "C", "C", "C", "C", "C", "C", "C", "N", "N", "H", "H", "H", "H", "H", "H", "H", "H", "H", "H", "H", "H"], "positions_angstrom": [[3.9480, 0.4399, 0.1326], [2.8632, -0.0837, 0.8342], [2.4134, 0.0628, -1.3403], [-0.4403, -1.2371, 0.0427], [0.5855, -0.4566, 0.2007], [-0.4043, -2.6294, -0.5506], [-1.8548, -0.9460, 0.6049], [0.8760, 3.3948, 0.7149], [3.5886, 0.5115, -1.1988], [1.8548, -0.2597, -0.1136], [4.9240, 0.9510, 0.5013], [2.7222, -0.4164, 1.8207], [1.8642, 0.0270, -2.2211], [-1.2632, -2.6943, -1.3373], [-0.5434, -3.2515, 0.3138], [0.4942, -2.8923, -1.1974], [-1.8546, -0.1975, 1.3380], [-2.3160, -1.8564, 1.2333], [-2.6709, -0.6195, -0.1283], [0.5084, 4.4410, 0.8440], [0.4846, 2.7798, -0.1370], [1.9194, 3.1440, 1.0336]], "forces_ev_per_a": [[-0.04, 0.58, 1.00], [1.41, 0.94, -1.72], [-0.80, 0.12, 1.64], [-1.53, -0.70, -0.10], [-1.80, 0.46, 0.63], [-0.15, 0.48, -2.95], [-1.45, -1.78, 0.10], [0.67, 0.09, -0.90], [2.46, 0.72, -0.30], [1.77, -0.56, -0.03], [-1.95, -1.49, -0.65], [-0.20, 0.03, 1.02], [-0.94, -0.11, -1.31], [1.09, -0.19, 1.73], [-0.14, -0.98, -0.13], [-0.73, 0.37, 1.35], [0.38, 1.39, 0.93], [1.20, 1.53, -1.74], [1.41, -0.74, 0.53], [0.31, -1.18, -0.04], [0.23, 0.73, 1.07], [-1.21, 0.31, -0.14]], "mulliken_charge": [-0.502, -0.262, -0.018, 0.655, -0.107, -1.115, -1.211, -0.743, -0.603, 0.115, 0.294, 0.427, 0.446, 0.286, 0.345, 0.299, 0.413, 0.277, 0.265, 0.305, 0.197, 0.236], "gap_ev": [8.76, 7.81]}


(3)
{"formula": "CH3Cl2N4", "method": "ωB97M-V with the def2-TZVPD basis set", "symbols": ["Cl", "N", "N", "C", "N", "N", "Cl", "H", "H", "H"], "positions_angstrom": [[-1.3484, 2.1788, 0.1668], [-1.0686, 0.5436, -0.4198], [0.2405, 0.4820, -0.9149], [1.0446, -0.0402, -0.0538], [0.3981, -0.5144, 0.9876], [-1.1169, -0.3828, 0.5617], [-1.3306, -1.9360, -0.1498], [0.4382, 1.0161, -1.8306], [2.2026, -0.1495, -0.1609], [0.5404, -1.1977, 1.8138]], "forces_ev_per_a": [[-0.01, -0.46, 0.22], [-0.28, 0.96, -1.08], [-0.01, 2.06, -3.36], [3.52, -1.50, 1.69], [-2.10, -0.37, 0.86], [2.02, -0.91, 2.00], [-0.83, -0.60, -0.40], [-0.17, -1.31, 2.09], [-2.42, 0.41, 0.04], [0.29, 1.71, -2.05]], "mulliken_charge": [0.032, -0.001, -0.126, 0.222, -0.233, 0.020, 0.033, 0.295, 0.413, 0.345], "gap_ev": 10.28, "charge": 1, "smiles": "ClN1NC=[NH+]N1Cl"}


(4)
{"formula": "C2H3BrO2", "method": "ωB97M-V with the def2-TZVPD basis set", "symbols": ["C", "C", "O", "O", "Br", "H", "H", "H"], "positions_angstrom": [[-0.6629, 0.0938, 0.1589], [0.8165, 0.4495, -0.1205], [-0.4572, -2.3421, 0.5272], [-0.9922, -1.1124, 0.2129], [-2.0967, 1.2680, -0.1965], [1.4904, -0.0906, 0.6398], [0.7812, 1.5332, -0.0523], [1.1209, 0.2007, -1.1696]], "forces_ev_per_a": [[2.42, -2.81, -1.71], [-0.69, 0.01, 1.05], [1.27, 0.89, -0.29], [-2.76, 1.06, 0.76], [0.44, -0.09, 0.20], [-1.05, 1.00, -1.20], [0.93, 0.11, 0.27], [-0.56, -0.17, 0.92]], "mulliken_charge": [0.453, -0.788, -0.522, 0.033, -0.054, 0.275, 0.330, 0.272], "gap_ev": [8.87, 8.87]}


For the records above, the corresponding energy relative to the best compared isomer or geometry (same formula, charge and spin) values read 134.2; 627.8; 199.5; 549.2 kJ/mol.
For the records above, the corresponding total energy values read -3883.94166; -421.32109; -1178.86044; -2802.30434 a.u..